(1)
C27H31BBrMgN11S4 | ωB97M-V/def2-TZVPD

Each line ends with the Löwdin charge.
Positions of all 76 atoms, in Å:
Mg: 0.6519 -0.1550 -0.6969  0.22
C: -2.5818 -3.2080 -2.5346  -0.05
N: -1.6477 -3.6509 -1.5299  -0.14
C: -1.8733 -4.5884 -0.5454  -0.07
C: -0.7057 -4.7354 0.1164  -0.08
N: 0.2388 -3.9147 -0.4553  0.01
B: 1.7534 -4.1220 -0.0628  -0.45
N: 2.6964 -3.0994 -0.7444  -0.02
C: 3.5436 -3.3897 -1.7885  -0.06
C: 4.4211 -2.3737 -1.9308  -0.04
N: 4.1116 -1.4470 -0.9589  -0.11
C: 4.7912 -0.2023 -0.6874  -0.04
C: 3.0387 -1.8947 -0.2638  -0.73
S: 2.2875 -1.0009 0.9872  0.65
C: -0.3515 -3.2318 -1.4485  -0.74
S: 0.2627 -2.0095 -2.4693  0.67
H: -3.5691 -3.6029 -2.3015  0.09
H: -2.2687 -3.5497 -3.5213  0.09
H: -2.6129 -2.1183 -2.5553  0.07
H: -2.8325 -5.0571 -0.4138  0.11
H: -0.4541 -5.3660 0.9506  0.12
H: 2.0617 -5.2159 -0.4658  0.08
H: 1.8389 -4.0097 1.1287  0.07
H: 3.4508 -4.3046 -2.3439  0.12
H: 5.2150 -2.2163 -2.6379  0.12
H: 5.6288 -0.0974 -1.3730  0.10
H: 5.1510 -0.1933 0.3411  0.09
H: 4.1002 0.6284 -0.8173  0.05
C: -4.0829 -2.2982 1.4947  -0.04
N: -4.0322 -1.1491 0.6170  -0.12
C: -5.1238 -0.4841 0.1011  -0.05
C: -4.6776 0.5790 -0.5764  -0.05
N: -3.2820 0.5893 -0.4902  0.02
C: -2.8742 -0.5128 0.2374  -0.64
S: -1.3704 -1.0688 0.6442  0.79
C: -2.5133 1.6635 -0.9909  -0.26
C: -3.1421 2.8995 -1.1411  -0.01
C: -2.4523 3.9321 -1.7475  -0.05
C: -1.1494 3.7117 -2.1553  -0.04
C: -0.5794 2.4821 -1.8816  -0.10
N: -1.2404 1.4679 -1.3140  0.13
H: -4.5424 -2.0246 2.4455  0.10
H: -3.0608 -2.6257 1.6646  0.04
H: -4.6497 -3.1094 1.0382  0.09
H: -6.1343 -0.8202 0.2502  0.13
H: -5.2227 1.3068 -1.1452  0.12
H: -4.1424 3.0691 -0.7717  0.11
H: -2.9289 4.8923 -1.8920  0.11
H: -0.5789 4.4821 -2.6533  0.11
H: 0.4506 2.2774 -2.1339  0.07
C: -2.4245 2.4122 2.8167  -0.01
C: -1.4098 1.4790 3.3832  -0.45
N: -0.4437 0.8983 2.7199  0.04
C: 0.2441 0.1330 3.6307  -0.17
C: -0.3227 0.2519 4.8628  -0.10
N: -1.3819 1.1149 4.6962  0.08
H: -2.7451 2.0580 1.8391  0.06
H: -1.9863 3.4036 2.6830  0.05
H: -3.2860 2.5012 3.4787  0.08
H: 1.0823 -0.4650 3.3174  0.04
H: -0.0887 -0.1787 5.8203  0.10
H: -1.9721 1.4582 5.4316  0.15
S: 3.0680 0.3782 -4.5362  0.56
C: 2.3644 0.4963 -3.1122  -1.02
N: 1.8774 0.6495 -2.0483  -0.07
Br: 1.0644 3.8932 2.5705  0.78
C: 2.4272 3.7710 1.2561  -0.74
C: 3.6845 4.2720 1.5600  -0.12
C: 4.6370 4.2409 0.5559  -0.07
C: 4.2905 3.7311 -0.6854  -0.06
C: 3.0022 3.2556 -0.8682  -0.15
N: 2.0748 3.2656 0.0924  0.06
H: 3.8971 4.6826 2.5355  0.10
H: 5.6342 4.6207 0.7359  0.11
H: 5.0034 3.7035 -1.4976  0.11
H: 2.6925 2.8394 -1.8155  0.08

Atoms 1-6, force components in eV/Å:
-0.640 -0.388 -0.022
-0.083 0.170 -0.028
0.354 -0.105 0.184
-0.071 0.007 -0.011
-0.029 -0.080 0.088
-0.270 0.114 -0.198

As for the spin multiplicity: 1. The frontier orbital gap comes out at 7.45 eV.



(2)
C27H31Br12N4O4S | ωB97M-V/def2-TZVPD

Each line ends with the Löwdin charge.
Positions of all 79 atoms, in Å:
C: 0.2570 -3.1655 3.9239  -0.08
C: -0.5103 -3.2809 2.5178  -0.21
C: 0.2839 -4.1728 1.4872  -0.19
N: 0.3796 -3.6203 0.1047  0.00
N: 0.7140 -2.2648 0.0763  -0.07
C: 1.9652 -1.7569 0.4542  -0.37
S: 3.3113 -2.8878 0.9777  0.79
C: 2.2822 -0.3346 0.4503  -0.07
C: 3.6537 0.2348 0.8860  -0.16
C: 4.4180 1.1306 -0.0011  0.02
C: 5.7150 1.5958 0.4832  -0.11
N: 6.3127 1.2992 1.6656  0.07
C: 5.5679 0.5039 2.4806  -0.15
C: 4.2599 -0.0712 2.2034  -0.07
C: 1.2450 0.6111 0.0080  0.08
C: 1.4334 2.1521 -0.0875  -0.40
O: 2.0490 2.6673 -0.9702  0.17
O: 0.8342 3.0157 0.8509  -0.04
C: 1.7387 3.2607 1.9250  -0.15
O: 1.8199 2.0148 2.6561  -0.14
O: 2.6056 2.3139 3.7607  -0.01
C: -0.0682 0.0630 -0.4033  -0.10
N: -1.0613 0.9995 -0.8294  0.12
C: -0.2885 -1.4015 -0.3657  -0.01
C: -1.6752 -1.9299 -0.8412  -0.06
C: -2.9153 -1.2770 -0.1496  -0.20
C: -3.3429 -1.5052 1.2218  -0.03
C: -4.5484 -0.8891 1.7993  -0.03
C: -5.3880 0.0032 0.9970  -0.23
C: -6.6966 0.6380 1.5831  -0.06
C: -4.9630 0.2438 -0.3844  -0.08
C: -3.7673 -0.3714 -0.9561  -0.16
H: 1.0721 -3.9274 3.9874  0.07
H: 0.6557 -2.1210 3.9939  0.07
H: -0.5134 -3.2820 4.7232  0.08
H: -1.4754 -3.8141 2.7563  0.11
H: -0.8046 -2.2709 2.1448  0.08
H: -0.2879 -5.1406 1.3936  0.13
H: 1.2693 -4.4580 1.9422  0.07
H: 1.1809 -4.1032 -0.3237  0.12
H: 3.1352 -3.1397 2.3277  -0.08
H: 4.0567 1.4462 -1.0011  0.11
H: 6.2828 2.2758 -0.2043  0.12
H: 6.0211 0.2455 3.4729  0.06
H: 3.6825 -0.7394 2.8764  0.10
H: 2.7500 3.5953 1.5698  0.16
H: 1.2872 4.0245 2.6179  0.16
H: 3.2620 1.5905 3.7877  0.09
H: -1.1253 1.7679 -0.1542  0.07
H: -0.9060 1.3427 -1.7795  0.06
H: -1.7948 -3.0367 -0.7841  0.12
H: -1.7528 -1.6644 -1.9370  0.14
H: -2.7858 -2.1940 1.8901  0.07
H: -4.8223 -1.1114 2.8565  0.11
H: -7.5024 -0.1324 1.3966  0.09
H: -6.6326 0.7839 2.6932  0.08
H: -7.0107 1.5594 1.0350  0.08
H: -5.5752 0.9143 -1.0360  0.06
H: -3.4620 -0.2027 -2.0380  -0.04
C: 7.7079 -2.8888 3.6845  -1.60
Br: 6.4151 -3.1944 2.2744  0.57
Br: 9.3192 -2.0670 3.0094  0.60
Br: 6.9458 -1.8837 5.1526  0.59
H: 7.9852 -3.8615 4.0772  -0.03
C: -1.9701 4.8198 -2.4476  -1.58
Br: -3.8094 4.5037 -2.9510  0.59
Br: -1.7125 4.6832 -0.5358  0.63
Br: -0.7584 3.6666 -3.4205  0.58
H: -1.7320 5.8405 -2.7288  -0.02
C: -4.5097 0.6281 -5.2869  -1.54
Br: -2.6338 1.0445 -5.5098  0.52
Br: -4.9375 0.2592 -3.4340  0.78
Br: -5.6459 2.0046 -6.0312  0.57
H: -4.7036 -0.2813 -5.8464  -0.02
C: -1.8627 2.8625 -9.1313  -1.62
Br: -3.4606 1.7778 -9.2354  0.55
Br: -1.5414 3.8220 -10.7780  0.58
Br: -1.8940 4.0524 -7.6037  0.53
H: -1.0271 2.1853 -8.9896  -0.03

Atoms 1-6, force components in eV/Å:
-0.770 0.725 -1.108
-0.129 -0.826 0.925
-0.929 -0.593 1.172
1.063 -0.960 0.494
-0.047 3.236 -0.389
0.549 1.417 1.108

The calculation puts the energy relative to the best compared isomer or geometry (same formula, charge and spin) at 86.9 kcal per mole. As for the spin multiplicity: 1. The frontier orbital gap comes out at 6.59 eV. Its charge is +1.



(3)
C27H31BrF15IO13 | ωB97M-V/def2-TZVPD

Each line ends with the Löwdin charge.
Positions of all 88 atoms, in Å:
C: -1.2256 4.5441 -3.8873  -0.12
C: -2.7275 4.7507 -4.3995  -0.31
C: -3.0524 4.1075 -5.8325  -0.66
I: -3.1650 1.9084 -5.7515  0.79
C: -1.9648 4.6499 -6.8639  -0.16
C: -2.0021 6.0068 -7.2855  -0.43
Br: -3.2616 7.4603 -6.8173  0.74
C: -0.7295 6.1366 -8.2522  -0.34
O: -0.1918 7.2171 -8.5297  0.12
O: -0.3977 4.8008 -8.6190  0.08
C: -0.7181 3.9252 -7.5389  -0.31
O: -0.2030 2.8696 -7.1551  0.09
H: -1.0975 5.2413 -2.9735  0.09
H: -0.4152 4.8510 -4.6276  0.08
H: -0.9935 3.4812 -3.5347  0.07
H: -2.9915 5.8596 -4.4554  0.07
H: -3.4129 4.2961 -3.5921  0.11
H: -4.1115 4.4459 -6.1147  0.09
C: 0.3050 -1.6056 -4.9917  -0.06
C: 1.4130 -1.8464 -3.9858  -0.20
O: 1.2780 -0.9619 -2.8615  0.02
C: 0.3770 -1.3246 -1.9281  -0.37
O: -0.3020 -2.3164 -1.9892  0.17
C: 0.3731 -0.3243 -0.7761  -0.50
F: 0.3608 0.9557 -1.1998  0.16
F: 1.4665 -0.4536 0.0085  0.13
F: -0.6929 -0.4609 0.0325  0.16
H: 0.2784 -0.5537 -5.2875  0.08
H: 0.4501 -2.2211 -5.8815  0.09
H: -0.6731 -1.8408 -4.5654  0.08
H: 2.3791 -1.6256 -4.4446  0.13
H: 1.4432 -2.8892 -3.6584  0.13
C: 2.9982 2.2667 1.2187  -0.06
C: 4.3850 2.7892 1.5379  -0.20
O: 5.3626 2.2050 0.6628  0.02
C: 5.4593 2.7542 -0.5649  -0.37
O: 4.7856 3.6735 -0.9507  0.17
C: 6.5632 2.0728 -1.3684  -0.51
F: 6.5098 0.7270 -1.2808  0.15
F: 7.7907 2.4356 -0.9407  0.16
F: 6.5111 2.3703 -2.6789  0.16
H: 2.9841 1.1747 1.2480  0.07
H: 2.2670 2.6505 1.9330  0.09
H: 2.6866 2.5618 0.2140  0.08
H: 4.6606 2.4995 2.5542  0.13
H: 4.4268 3.8809 1.4920  0.13
C: 2.9154 -2.7710 1.6376  -0.05
C: 1.9448 -2.9565 2.7872  -0.20
O: 2.4087 -3.9755 3.6874  0.02
C: 3.3528 -3.5982 4.5728  -0.37
O: 3.8154 -2.4893 4.6402  0.17
C: 3.7132 -4.7612 5.4923  -0.51
F: 3.9041 -5.9138 4.8184  0.16
F: 2.7393 -5.0042 6.3968  0.15
F: 4.8396 -4.5437 6.1930  0.16
H: 3.0970 -3.7223 1.1310  0.09
H: 2.5244 -2.0534 0.9150  0.05
H: 3.8839 -2.4104 1.9924  0.08
H: 0.9805 -3.2946 2.4012  0.13
H: 1.7669 -2.0192 3.3217  0.13
C: -3.6924 0.3679 1.9750  -0.06
C: -5.0805 0.9423 1.7707  -0.20
O: -5.1164 2.3308 2.1374  0.02
C: -4.6444 3.1966 1.2180  -0.37
O: -4.2043 2.8730 0.1453  0.16
C: -4.7861 4.6323 1.7150  -0.51
F: -4.3739 4.7798 2.9911  0.15
F: -6.0684 5.0513 1.6762  0.16
F: -4.0749 5.5083 0.9824  0.16
H: -3.3547 0.5365 3.0007  0.08
H: -3.6844 -0.7044 1.7704  0.08
H: -2.9651 0.8499 1.3176  0.07
H: -5.7894 0.4272 2.4225  0.13
H: -5.4285 0.8037 0.7435  0.13
C: -0.5804 -6.9577 6.6756  -0.06
C: -0.6814 -5.5730 6.0669  -0.20
O: -1.0876 -5.6501 4.6909  0.02
C: -2.4070 -5.8203 4.4725  -0.37
O: -3.2317 -5.9139 5.3439  0.17
C: -2.7016 -5.8354 2.9753  -0.51
F: -1.8419 -6.6155 2.2879  0.16
F: -2.6139 -4.6007 2.4351  0.15
F: -3.9354 -6.2898 2.6931  0.16
H: 0.0823 -7.5907 6.0802  0.09
H: -0.1970 -6.9034 7.6963  0.08
H: -1.5550 -7.4507 6.6988  0.08
H: 0.3007 -5.0965 6.0783  0.11
H: -1.3581 -4.9292 6.6354  0.13

Atoms 1-6, force components in eV/Å:
0.029 0.604 0.693
0.163 -0.657 0.567
0.700 1.019 0.323
0.058 0.980 -0.024
-1.534 2.634 -0.083
1.394 -3.352 -0.106

As for the structure (SMILES): CC[C@H](I)C1=C(Br)C(=O)OC1=O.CCOC(=O)C(F)(F)F.CCOC(=O)C(F)(F)F.CCOC(=O)C(F)(F)F.CCOC(=O)C(F)(F)F.CCOC(=O)C(F)(F)F. The calculation puts the energy relative to the best compared isomer or geometry (same formula, charge and spin) at 60.9 kcal per mole. As for the spin multiplicity: 1. The frontier orbital gap comes out at 8.47 eV.



- Which of these has the highest frontier orbital gap?
  C27H31BrF15IO13